Computed, not measured: a structure of composition C4H7NO at a distorted geometry, with wB97M-V/def2-TZVPD.

Calculated values
ΔE to the lowest compared entry with this formula, charge and spin: 3.788 eV
HOMO-LUMO gap: 10.700 eV
HOMO energy: -0.362 Eh
electronic energy: -7795.8567 eV

Atoms and positions in Å:
C1 -1.67894 0.37957 -0.10738
N1 -0.32374 0.29190 -0.41687
C2 0.31344 -0.94348 -0.16778
C3 1.65942 -0.19266 0.09548
C4 0.76063 1.05445 0.06022
O1 0.85107 2.22478 0.30269
H1 -1.60504 -0.62847 0.92503
H2 -1.97435 1.43994 0.02401
H3 -2.32673 -0.14832 -0.81096
H4 0.21906 -1.75145 -0.89852
H5 -0.58406 -1.30347 0.86911
H6 2.10865 -0.40457 1.06392
H7 2.45262 -0.16747 -0.67113

Results of the Löwdin charge analysis, in e, for atoms 1 through 2: atom 1 (C): -0.063, atom 2 (N): -0.190

Computed, not measured: an isolated molecule of C4H7NO2, with wB97M-V/def2-TZVPD.

Calculated values
ΔE to the lowest compared entry with this formula, charge and spin: 1.201 eV
structure (SMILES): [H]/N=C1/CO[C@H](C)O1
HOMO-LUMO gap: 11.160 eV
HOMO energy: -0.375 Eh
electronic energy: -9846.0784 eV

Atoms and positions in Å:
H1 -1.79899 -0.24907 2.53446
N1 -1.84521 0.47009 1.81770
C1 -0.87645 0.47492 1.01234
C2 -0.74202 1.45837 -0.11091
O1 0.08971 0.78545 -1.04105
C3 0.88408 -0.11892 -0.31649
C4 1.02454 -1.46214 -0.99772
O2 0.21284 -0.33769 0.94900
H2 -1.70714 1.67622 -0.56570
H3 -0.29688 2.38848 0.27726
H4 1.87156 0.32647 -0.11885
H5 1.56569 -2.12004 -0.31196
H6 1.58362 -1.40840 -1.93638
H7 0.03466 -1.88374 -1.19169

Results of the Löwdin charge analysis, in e, for atoms 1 through 2: atom 1 (H): 0.060, atom 2 (N): 0.165

Computed, not measured: a cluster of 2 separate species, C7H17NO in total at a distorted geometry, with wB97M-V/def2-TZVPD.

Calculated values
ΔE to the lowest compared entry with this formula, charge and spin: 3.905 eV
structure (SMILES): CCN(C)C(C)=O.CC
HOMO-LUMO gap: 9.748 eV
HOMO energy: -0.329 Eh
electronic energy: -11069.2337 eV

Atoms and positions in Å:
C1 -1.94954 -0.69033 -0.80608
C2 -0.76363 0.38165 -1.11748
N1 -0.42608 1.92038 -0.86625
C3 -1.49435 2.91543 -1.05436
C4 0.32219 2.33376 0.42677
C5 -0.06390 1.84580 1.72386
O1 1.21917 3.16049 0.35323
H1 -2.32083 -0.92272 0.22653
H2 -1.87119 -1.65593 -1.36874
H3 -2.94335 -0.31070 -1.11774
H4 0.07930 -0.17922 -0.78421
H5 -0.70092 0.47573 -2.24864
H6 -2.66715 2.58872 -0.86893
H7 -1.14338 3.84987 -0.63029
H8 -1.56840 3.29446 -2.05618
H9 -1.13493 1.92792 1.94808
H10 0.28654 0.77056 1.84352
H11 0.53904 2.34306 2.50847
C6 2.86672 -3.01320 0.36658
C7 1.31744 -3.00435 0.53175
H12 3.31523 -3.40219 1.27593
H13 3.20088 -3.64475 -0.44740
H14 3.27663 -2.06103 0.20834
H15 0.62430 -2.64299 -0.27258
H16 1.10721 -2.37578 1.40158
H17 0.89299 -3.90465 0.82421

Results of the Löwdin charge analysis, in e, for atoms 1 through 2: atom 1 (C): -0.110, atom 2 (C): -0.154

Computed, not measured: a structure of composition FeN6O18 at a distorted geometry, with wB97M-V/def2-TZVPD.

Calculated values
ΔE to the lowest compared entry with this formula, charge and spin: 2.973 eV
HOMO-LUMO gap (alpha / beta): 5.443 / 5.443 eV
<S²>: 6.01
charge: -4
spin multiplicity: 5
HOMO energy (alpha / beta): 0.123 / 0.123 Eh
electronic energy: -80153.5751 eV

Atoms and positions in Å:
Fe1 -1.01841 1.34174 0.83719
N1 -2.77875 1.72434 3.19872
O1 -1.56701 2.22124 2.40359
O2 -3.54485 0.89182 2.77201
O3 -2.76812 2.15811 4.31952
N2 0.52598 -0.82116 0.86682
O4 -0.08221 -0.92224 -0.35655
O5 1.07264 -1.80422 1.34660
O6 0.30039 0.26181 1.60653
N3 1.33218 -4.34239 0.86523
O7 2.45665 -3.85701 0.82551
O8 0.75087 -5.12523 1.59788
O9 0.53335 -3.92008 -0.15653
N4 4.03118 -0.94704 -3.28279
O10 3.75540 -1.44972 -2.19613
O11 3.90933 0.19781 -3.55454
O12 4.51024 -1.82577 -3.93837
N5 0.40143 2.86183 -0.93387
O13 1.08889 3.53589 -1.70580
O14 -0.28728 1.98559 -1.48434
O15 0.33072 2.79529 0.35612
N6 -3.26745 1.27524 -0.82290
O16 -2.33259 0.68208 -0.32824
O17 -3.64334 0.80127 -1.78978
O18 -3.70926 2.28081 -0.44588

Results of the Löwdin charge analysis, in e, for atoms 1 through 2: atom 1 (Fe): 0.800, atom 2 (N): -0.466

Computed, not measured: an isolated molecule of C11H15NO4S, with wB97M-V/def2-TZVPD.

Calculated values
ΔE to the lowest compared entry with this formula, charge and spin: 0.287 eV
structure (SMILES): CC[C@@H](NS(=O)(=O)c1ccc(C)cc1)C(=O)O
HOMO-LUMO gap: 10.189 eV
HOMO energy: -0.353 Eh
electronic energy: -32166.0964 eV

Atoms and positions in Å:
C1 1.29191 1.87080 -0.59148
C2 1.57716 1.13003 0.70846
C3 2.40380 -0.14407 0.47067
N1 1.76441 -1.00375 -0.50014
S1 0.71436 -2.15531 0.12622
O1 0.67388 -3.22465 -0.82642
O2 1.06280 -2.44673 1.49031
C4 -0.82882 -1.26472 0.08951
C5 -1.35724 -0.91377 -1.13660
C6 -2.53712 -0.19311 -1.18267
C7 -3.18984 0.17560 -0.00971
C8 -4.45512 0.97415 -0.06088
C9 -2.63893 -0.19399 1.21360
C10 -1.45803 -0.91379 1.26677
C11 3.83034 0.21078 0.09758
O3 4.44997 1.11880 0.57961
O4 4.36231 -0.61600 -0.81081
H1 2.21954 2.20975 -1.04610
H2 0.77749 1.21562 -1.28969
H3 0.66569 2.73794 -0.39826
H4 0.63816 0.85029 1.18697
H5 2.14074 1.77030 1.38827
H6 2.47694 -0.69045 1.42789
H7 2.40577 -1.42750 -1.15370
H8 -0.84245 -1.21965 -2.03310
H9 -2.95992 0.08540 -2.13673
H10 -4.98504 0.80473 -0.99457
H11 -5.10848 0.71945 0.76987
H12 -4.22372 2.03736 0.00810
H13 -3.14054 0.08316 2.12909
H14 -1.01564 -1.21548 2.20325
H15 5.28561 -0.37121 -0.98532

Results of the Löwdin charge analysis, in e, for atoms 1 through 2: atom 1 (C): -0.078, atom 2 (C): -0.182

Computed, not measured: a structure of composition C37H39AsClN5OS4V at a distorted geometry, with wB97M-V/def2-TZVPD.

Calculated values
ΔE to the lowest compared entry with this formula, charge and spin: 1.464 eV
HOMO-LUMO gap (alpha / beta): 6.592 / 6.762 eV
<S²>: 0.77
spin multiplicity: 2
HOMO energy (alpha / beta): -0.245 / -0.250 Eh
electronic energy: -190891.7124 eV

Atoms and positions in Å:
V1 1.16066 0.29302 0.64505
Cl1 1.84793 6.93411 2.97829
C1 1.90748 5.38064 2.20788
C2 2.41993 5.26536 0.92497
C3 2.46778 4.02196 0.33187
C4 1.99722 2.88407 0.99173
O1 2.06397 1.69567 0.40274
C5 1.43975 3.01928 2.28147
C6 0.84697 1.85307 3.02257
N1 1.21566 0.59831 2.49235
C7 1.54869 -0.48400 3.26725
C8 1.43553 -0.69272 4.64053
C9 1.74241 -1.94673 5.16114
C10 2.13671 -2.99762 4.34219
C11 2.29688 -2.80297 2.97073
C12 2.58227 -3.83357 1.97614
C13 2.74381 -3.53254 0.68664
C14 2.74476 -2.09777 0.20310
N2 2.13732 -1.18681 1.14140
C15 2.04153 -1.53245 2.45846
C16 1.42381 4.27449 2.87626
H1 2.77243 6.14262 0.40035
H2 2.84493 3.89909 -0.67564
H3 1.06582 1.94259 4.08665
H4 1.06772 0.09070 5.29151
H5 1.63075 -2.11486 6.22455
H6 2.30739 -3.98048 4.76612
H7 2.60444 -4.86821 2.30000
H8 2.92661 -4.29140 -0.06230
H9 3.79352 -1.81754 0.00283
H10 0.98945 4.39369 3.86099
S1 -1.09723 1.96851 2.99164
C17 -1.38158 3.33840 1.91067
C18 -1.83607 4.52526 2.48366
C19 -2.05117 5.65064 1.71009
C20 -1.76380 5.59905 0.35189
C21 -1.28611 4.43497 -0.21782
C22 -1.11010 3.26315 0.53307
S2 -0.66900 1.80315 -0.33323
H11 -2.00820 4.54893 3.55202
H12 -2.41424 6.56307 2.16494
H13 -1.91825 6.47738 -0.26338
H14 -1.03882 4.39593 -1.27162
S3 2.30033 -2.92979 -2.39511
C23 2.01829 -1.88855 -1.11958
N3 1.19495 -0.82742 -1.08346
C24 -1.40317 -1.62991 2.98132
As1 -0.87624 -1.16372 1.15749
C25 -2.66665 -0.66643 0.55606
C26 -0.72303 -3.06546 0.54960
C27 -1.98862 -3.70053 0.06429
C28 -2.49076 -3.40993 -1.20507
C29 -3.64193 -4.01925 -1.67420
C30 -4.31603 -4.93816 -0.88118
C31 -3.83276 -5.23251 0.38327
C32 -2.67979 -4.61689 0.85154
H15 -2.26887 -2.29023 2.92020
H16 -1.66799 -0.73043 3.53143
H17 -0.58746 -2.13786 3.49375
H18 -3.37795 -1.45633 0.79399
H19 -2.67949 -0.44714 -0.50881
H20 -2.91671 0.24540 1.09569
H21 -0.33426 -3.59852 1.41678
H22 0.03369 -3.10995 -0.23098
H23 -1.95627 -2.70627 -1.82961
H24 -4.01285 -3.78158 -2.66377
H25 -5.20821 -5.42698 -1.25090
H26 -4.34942 -5.95077 1.00728
H27 -2.30291 -4.85747 1.83942
C33 2.33398 -0.34680 -6.32657
C34 2.57883 0.57735 -5.13580
N4 1.95273 0.07282 -3.92161
C35 0.68207 0.22460 -3.61380
S4 -0.00846 -0.60098 -2.23906
N5 -0.12706 1.00011 -4.32969
C36 -1.51040 1.32933 -3.96620
C37 -2.50522 0.25122 -4.39345
H28 2.87155 0.01726 -7.20186
H29 1.27267 -0.41080 -6.57291
H30 2.68318 -1.35309 -6.09697
H31 2.22206 1.58952 -5.33749
H32 3.64682 0.64698 -4.93546
H33 2.38833 -0.76069 -3.49565
H34 0.19858 1.31969 -5.22764
H35 -1.74988 2.27476 -4.45082
H36 -1.55346 1.47787 -2.88527
H37 -2.51369 0.12962 -5.47783
H38 -3.50742 0.52600 -4.06566
H39 -2.25062 -0.70549 -3.93550

Results of the Löwdin charge analysis, in e, for atoms 1 through 2: atom 1 (V): 0.614, atom 2 (Cl): 0.658